Density functional theory data (ωB97M-V/def2-TZVPD) for 4 unconnected molecules or ions with the total composition C28H23NO15.

## Properties
Structure (SMILES) = [H]/N=C/COC(=O)OCc1ccccc1.O=C1C=C(O)C(=O)C=C1O.O=C1C=C(O)C(=O)C=C1O.O=C1C=C(O)C(=O)C=C1O
Spin multiplicity = 1
Energy = -2264.10748 a.u.
Maximum force = 1.1 eV Å⁻¹

Last column: Mulliken charge in e.
Positions of all 67 atoms, in Å:
H -2.174 5.651 0.558  0.26
N -2.683 4.779 0.662  -0.57
C -3.188 4.713 1.817  -0.14
C -4.026 3.548 2.268  -0.19
O -3.404 2.275 2.061  -0.34
C -2.114 2.243 2.392  0.64
O -1.652 2.750 3.365  -0.56
O -1.389 1.568 1.487  -0.22
C -0.725 0.409 2.025  -1.10
C 0.353 0.020 1.060  0.94
C 0.140 -0.949 0.093  -0.61
C 1.152 -1.256 -0.814  -0.05
C 2.374 -0.597 -0.761  -1.09
C 2.576 0.361 0.231  -0.21
C 1.581 0.682 1.140  -0.73
H -3.066 5.530 2.530  0.39
H -4.290 3.678 3.314  0.30
H -4.942 3.533 1.686  0.24
H -0.306 0.627 3.005  0.41
H -1.444 -0.399 2.160  0.39
H -0.799 -1.476 0.019  0.42
H 0.981 -1.992 -1.586  0.32
H 3.160 -0.805 -1.466  0.60
H 3.518 0.886 0.284  0.42
H 1.749 1.429 1.898  0.45
O 5.064 -1.364 -0.013  -0.47
C 5.612 -2.431 0.191  0.87
C 7.052 -2.593 0.293  -1.05
C 7.573 -3.810 0.498  0.21
O 8.877 -4.033 0.602  -0.57
C 6.707 -5.034 0.627  0.99
O 7.263 -6.103 0.794  -0.62
C 5.268 -4.871 0.550  -0.79
C 4.743 -3.653 0.349  0.31
O 3.436 -3.441 0.276  -0.42
H 7.666 -1.709 0.195  0.45
H 8.975 -4.994 0.744  0.37
H 4.654 -5.754 0.663  0.55
H 3.300 -2.480 0.133  0.17
O 0.827 -9.961 -1.730  -0.62
C 0.964 -8.756 -1.632  1.04
C 1.266 -8.072 -0.387  -0.87
C 1.385 -6.738 -0.376  0.35
O 1.670 -6.041 0.717  -0.60
C 1.207 -5.914 -1.622  0.92
O 1.312 -4.709 -1.506  -0.42
C 0.932 -6.598 -2.873  -1.19
C 0.818 -7.933 -2.885  0.45
O 0.566 -8.629 -3.986  -0.58
H 1.390 -8.674 0.502  0.44
H 1.710 -5.101 0.444  0.24
H 0.825 -5.997 -3.765  0.46
H 0.532 -9.566 -3.710  0.36
O -3.567 7.383 -0.303  -0.56
C -4.629 7.899 -0.598  1.08
C -4.755 9.222 -1.182  -1.00
C -5.971 9.715 -1.451  0.25
O -6.165 10.915 -1.982  -0.56
C -7.227 8.937 -1.163  1.02
O -8.291 9.466 -1.421  -0.62
C -7.099 7.602 -0.605  -1.01
C -5.883 7.107 -0.341  0.44
O -5.687 5.892 0.157  -0.53
H -3.847 9.774 -1.379  0.44
H -7.133 11.019 -2.067  0.37
H -8.006 7.043 -0.422  0.44
H -4.716 5.774 0.231  0.29

Density functional theory data (ωB97M-V/def2-TZVPD) for a molecular structure, C28H24BF4N3PSm.

## Properties
<S²> = 8.762
Energy above the lowest of the compared OMol25 structures with the same formula, charge and spin = 12.2 kJ/mol
Spin multiplicity = 6
Energy = -2669.11075 a.u.
Net charge = +2
Maximum force = 2.0 eV Å⁻¹

Last column: Löwdin spin population.
Positions of all 62 atoms, in Å:
Sm 1.087 -0.567 -1.056  5.06
N 3.464 2.185 -0.148  0.00
C 4.098 0.942 -0.162  0.00
C 5.468 0.905 0.097  0.00
C 6.110 -0.305 0.125  0.00
C 5.398 -1.484 -0.119  0.00
C 4.066 -1.356 -0.372  0.00
N 3.404 -0.171 -0.371  -0.01
C 2.359 2.645 -0.849  0.00
C 2.165 4.030 -0.931  0.00
C 1.088 4.509 -1.626  0.00
C 0.187 3.629 -2.248  0.00
C 0.447 2.303 -2.105  0.00
N 1.501 1.803 -1.411  -0.01
H 4.053 2.926 0.190  0.00
H 6.016 1.826 0.250  0.00
H 7.175 -0.338 0.323  0.00
H 5.867 -2.457 -0.118  0.00
H 3.468 -2.240 -0.565  0.00
H 2.870 4.702 -0.457  0.00
H 0.942 5.580 -1.700  0.00
H -0.669 3.970 -2.811  0.00
H -0.221 1.574 -2.559  0.00
C -5.508 0.369 -1.733  0.00
C -4.392 0.183 -2.538  0.00
C -3.151 -0.044 -1.954  0.00
C -3.022 -0.079 -0.567  0.00
C -4.150 0.118 0.232  0.00
C -5.389 0.338 -0.348  0.00
P -1.444 -0.381 0.234  -0.02
C -1.311 -2.126 0.664  0.00
C -2.351 -3.028 0.463  0.00
C -2.180 -4.360 0.815  0.00
C -0.976 -4.803 1.355  0.00
C 0.074 -3.916 1.552  0.00
C -0.107 -2.586 1.202  0.00
C -1.311 0.517 1.785  0.00
C -0.917 1.857 1.760  0.00
C -0.816 2.577 2.943  0.00
C -1.099 1.959 4.155  0.00
C -1.486 0.625 4.188  0.00
C -1.591 -0.096 3.007  0.00
H -6.476 0.541 -2.186  0.00
H -4.486 0.214 -3.616  0.00
H -2.301 -0.211 -2.603  0.00
H -4.066 0.118 1.313  0.00
H -6.260 0.490 0.276  0.00
H -3.289 -2.692 0.038  0.00
H -2.994 -5.059 0.671  0.00
H -0.860 -5.846 1.621  0.00
H 1.011 -4.252 1.978  0.00
H 0.704 -1.897 1.418  0.00
H -0.711 2.367 0.824  0.00
H -0.517 3.617 2.924  0.00
H -1.019 2.518 5.079  0.00
H -1.707 0.150 5.137  0.00
H -1.888 -1.138 3.044  0.00
F 1.266 -2.752 -1.649  0.00
B 1.132 -2.220 -3.008  0.00
F 1.163 -3.092 -3.984  0.00
F 2.156 -1.185 -2.994  0.00
F -0.074 -1.407 -2.876  0.00

Density functional theory data (ωB97M-V/def2-TZVPD) for a molecular structure, C28H24Br2Cl2F4N4SSn.

## Properties
Energy above the lowest of the compared OMol25 structures with the same formula, charge and spin = 0.0 kJ/mol
Spin multiplicity = 1
Energy = -8380.13711 a.u.
Net charge = +2
Maximum force = 2.4 eV Å⁻¹

Last column: Mulliken charge in e.
Positions of all 66 atoms, in Å:
Sn -13.783 -16.125 4.227  1.03
C -11.353 -15.367 1.464  -1.13
C -10.781 -15.792 2.824  -0.42
N -11.477 -16.970 3.415  0.48
C -11.329 -18.165 2.523  -0.75
C -12.661 -18.653 1.895  -0.87
C -10.974 -17.171 4.778  -1.45
C -11.756 -18.232 5.555  -0.40
N -13.190 -17.938 5.679  0.27
C -13.980 -18.933 6.206  -0.58
C -15.382 -18.940 5.905  0.04
F -15.887 -18.002 5.049  0.31
C -16.257 -19.856 6.451  -0.13
F -17.608 -19.788 6.202  -0.27
C -15.798 -20.855 7.292  -0.61
C -14.442 -20.888 7.617  0.07
F -13.964 -21.858 8.442  -0.28
C -13.540 -19.975 7.071  0.85
F -12.205 -20.071 7.326  -0.29
H -11.131 -14.313 1.337  0.44
H -12.426 -15.550 1.356  0.13
H -10.850 -15.894 0.651  0.42
H -10.946 -14.964 3.561  0.17
H -9.697 -15.947 2.786  0.52
H -10.895 -19.005 3.082  0.46
H -10.603 -17.922 1.719  0.46
H -13.386 -18.957 2.652  0.14
H -12.447 -19.519 1.237  0.47
H -13.124 -17.850 1.303  0.17
H -11.005 -16.188 5.318  0.28
H -9.877 -17.419 4.690  0.52
H -11.271 -18.313 6.551  0.58
H -11.580 -19.224 5.115  0.41
H -16.475 -21.608 7.706  0.49
Cl -16.552 -14.780 5.104  -0.15
C -17.662 -15.874 4.303  0.68
C -18.942 -15.902 4.880  -0.67
C -19.917 -16.766 4.394  -0.62
C -19.616 -17.546 3.238  -0.61
C -18.378 -17.450 2.617  0.33
Cl -18.231 -18.392 1.171  -0.18
C -17.342 -16.631 3.149  0.07
S -15.743 -16.564 2.357  0.00
H -19.132 -15.261 5.763  0.41
H -20.906 -16.819 4.845  0.44
H -20.343 -18.181 2.726  0.45
Br -10.106 -11.337 8.127  -0.05
C -11.146 -12.538 7.122  -0.31
C -11.484 -13.841 7.598  -0.82
C -12.336 -14.632 6.860  -0.31
N -12.865 -14.282 5.694  0.29
C -12.536 -13.071 5.205  0.76
C -11.669 -12.181 5.903  -0.93
C -13.109 -12.686 3.872  0.48
C -12.839 -11.426 3.261  -0.66
C -13.411 -11.124 2.039  -0.40
Br -13.001 -9.491 1.223  -0.06
C -14.336 -12.049 1.472  -0.70
C -14.531 -13.256 2.137  -0.32
N -13.879 -13.611 3.258  0.67
H -11.145 -14.126 8.616  0.42
H -12.659 -15.586 7.268  0.59
H -11.505 -11.165 5.487  0.44
H -12.181 -10.734 3.804  0.44
H -14.890 -11.812 0.560  0.47
H -15.250 -14.008 1.795  0.31